Record 1
The following is a DFT calculation (wB97M-V/def2-TZVPD) of a structure of composition C28H59N5O28S6.

The geometry in ORCA input format:
```
! wB97M-V def2-TZVPD RIJCOSX def2/J DEFGRID3
* xyz 0 1
C 0.2901 -5.4503 3.9444
O 0.2494 -6.2043 3.0123
N 1.2495 -4.4502 4.1101
C 1.3838 -3.7141 5.3907
C 2.3416 -4.4551 3.1787
H -0.4784 -5.4159 4.7640
H 0.5323 -3.9384 6.1036
H 1.4268 -2.5955 5.1969
H 2.3485 -4.0275 5.7360
H 3.0335 -5.2782 3.3373
H 1.9387 -4.5413 2.1958
H 2.8007 -3.4769 3.2837
C 4.9810 0.5685 1.7924
O 5.0957 1.7413 1.4447
N 4.5787 -0.3898 0.9962
C 4.5808 -1.8071 1.3354
C 4.2260 -0.0781 -0.4095
H 5.2506 0.2652 2.7995
H 3.7802 -2.3611 0.8196
H 4.4717 -1.8567 2.4638
H 5.5089 -2.3495 1.0437
H 5.1137 -0.1113 -0.9803
H 3.4495 -0.8166 -0.7443
H 3.8223 0.9502 -0.4736
C -3.1058 1.3605 -2.2263
O -4.0684 0.5724 -2.3400
N -3.0428 2.3206 -1.2820
C -2.0521 3.3910 -1.3157
C -4.1138 2.5693 -0.2605
H -2.1902 1.3136 -2.8400
H -1.4362 3.3960 -2.2098
H -1.3827 3.2748 -0.4880
H -2.4660 4.3950 -1.4487
H -4.5113 3.6035 -0.3940
H -4.8945 1.8191 -0.5553
H -3.6892 2.5024 0.7234
C 0.2774 5.4161 -0.2195
O 0.6945 4.3217 -0.5527
N 1.0472 6.5427 -0.3331
C 2.4168 6.5175 -0.8165
C 0.5776 7.8342 0.1659
H -0.7398 5.5193 0.1205
H 2.6154 5.6207 -1.3531
H 3.1254 6.6266 0.0238
H 2.5470 7.4582 -1.4124
H 1.3342 8.3728 0.7204
H 0.3176 8.4167 -0.7384
H -0.3806 7.7867 0.6936
C -5.0306 -1.6222 1.6440
C -6.4118 -1.5534 2.2437
C -7.0870 -0.2070 1.8841
C -6.3365 0.9447 2.2708
N -5.5816 1.7562 2.6163
H -4.3226 -1.0271 2.1118
H -5.0040 -1.3950 0.5607
H -4.6942 -2.6435 1.8607
H -6.2952 -1.7671 3.2999
H -7.0816 -2.3111 1.7618
H -8.0406 -0.1979 2.3844
H -7.2733 -0.1957 0.8069
C -2.5576 0.6927 -6.3724
C -3.5162 -0.4925 -6.0408
O -2.9626 -1.0828 -4.8449
S -1.3294 -1.1500 -5.0277
O -0.9151 -2.2618 -5.8395
O -0.7388 -0.9782 -3.7324
O -1.2984 0.1896 -5.8318
H -2.7515 1.6908 -5.9194
H -2.3153 0.8332 -7.3982
H -3.4930 -1.2521 -6.8295
H -4.5734 -0.2414 -5.8395
C 1.6438 2.8569 2.1395
C 1.6912 1.6486 3.1165
O 0.2780 1.2750 3.1529
S -0.6078 2.5617 3.0530
O -1.0934 2.9712 4.3200
O -1.4209 2.4857 1.9060
O 0.5518 3.6118 2.6086
H 1.5789 2.4348 1.0943
H 2.5114 3.4838 2.0566
H 2.0318 1.7896 4.1428
H 2.1786 0.7952 2.6570
C 5.5094 0.3928 -4.0101
C 4.5882 -0.7989 -4.4546
O 3.3383 -0.0987 -4.3882
S 3.3527 1.3346 -3.8837
O 2.2969 1.4393 -2.9205
O 3.5439 2.2319 -4.9852
O 4.7547 1.2583 -3.1990
H 5.8846 0.9443 -4.9159
H 6.4116 0.1335 -3.4773
H 4.5481 -1.7047 -3.8814
H 4.7747 -1.1187 -5.4555
C -2.4441 -0.6471 4.4782
C -1.0375 -1.4463 4.6645
O -1.3744 -2.8668 4.5431
S -2.9088 -3.0565 5.0509
O -2.9473 -2.7381 6.4818
O -3.5174 -4.2071 4.4967
O -3.4834 -1.6973 4.2913
H -2.4165 -0.0205 3.5776
H -2.6347 -0.1144 5.3793
H -0.6150 -1.3349 5.6827
H -0.3593 -1.2860 3.8451
C 1.4846 -2.7862 -3.3826
C 0.6520 -4.1012 -3.3471
O 1.4964 -5.1469 -3.7660
S 3.1208 -4.6418 -3.6507
O 3.6934 -4.5258 -4.9558
O 3.7711 -5.4976 -2.6871
O 2.7528 -3.2616 -2.9646
H 1.2915 -2.0716 -2.5872
H 1.5927 -2.4572 -4.3819
H -0.1942 -3.8965 -4.0498
H 0.3465 -4.1957 -2.3145
C -1.5080 -0.2501 -0.3294
C -0.1816 0.5415 -0.6266
O 0.7347 0.0778 0.4182
S 0.4701 -1.3987 0.6957
O 0.8967 -1.7288 2.0123
O 0.9212 -2.2888 -0.3570
O -1.0912 -1.2427 0.6304
H -1.8053 -0.7269 -1.2547
H -2.3693 0.2923 0.1171
H -0.1956 1.6580 -0.5921
H 0.2678 0.2484 -1.5652
*
```

Values from the calculation:
HOMO-LUMO gap	9.0	eV
E_tot	-159777.4419	eV
HOMO	-8.808	eV
E_LUMO	0.17	eV

***

Record 2
The following is a DFT calculation (wB97M-V/def2-TZVPD) of the molecule C3H4N2O.

The geometry in ORCA input format:
```
! wB97M-V def2-TZVPD RIJCOSX def2/J DEFGRID3
* xyz 0 1
C 1.0251 0.0040 -0.4392
C -0.3575 -0.3223 0.1793
C -0.8853 -1.6029 0.6979
H 0.9412 0.5084 -1.3112
H 1.4873 0.7216 0.3472
H 1.6561 -0.9311 -0.2921
H -0.3254 1.8790 -0.4918
N -1.2526 0.6506 0.5977
N -1.2312 -2.7721 0.8285
O -1.0576 1.8649 -0.1162
*
```

Values from the calculation:
energy above the lowest of the compared OMol25 structures with the same formula, charge and spin	115.59	kcal per mole
HOMO-LUMO gap	9.7	eV
E_tot	-8198.8729	eV
SMILES	C/C(C#N)=N\O
HOMO	-10.204	eV
E_LUMO	-0.55	eV

***

Record 3
The following is a DFT calculation (wB97M-V/def2-TZVPD) of the ion C5H11N4 with charge +1.

The geometry in ORCA input format:
```
! wB97M-V def2-TZVPD RIJCOSX def2/J DEFGRID3
* xyz 1 1
C 0.4717 0.6560 -0.6329
C 1.4767 -0.3727 -0.4342
C 2.6173 0.2067 -0.0476
C -2.3569 -1.0644 0.6866
C -1.7466 1.4871 -0.4491
N -1.0323 -0.7155 0.2817
N -0.7798 0.4111 -0.2371
N 1.2937 -1.6473 -0.7918
N 3.4276 0.5404 0.8704
H 0.7500 1.6579 -0.8920
H -3.0000 -1.2599 -0.1802
H -2.2697 -1.9880 1.2585
H -2.8357 -0.3051 1.3138
H -2.7635 1.1043 -0.4067
H -1.6220 2.2527 0.3186
H -1.5768 1.9368 -1.4264
H 1.9798 -2.3510 -0.5734
H 0.4089 -1.9349 -1.1701
H 4.2320 1.1285 0.6629
H 3.3256 0.2571 1.8489
*
```

Values from the calculation:
energy above the lowest of the compared OMol25 structures with the same formula, charge and spin	100.68	kcal per mole
HOMO-LUMO gap (alpha / beta)	7.6 / 7.6	eV
E_tot	-11313.4814	eV
HOMO (alpha / beta)	-11.576 / -11.578	eV
E_LUMO (alpha / beta)	-3.96 / -3.97	eV

***

Number 1: M 1106.19 g mol⁻¹. Number 2: M 84.08 g mol⁻¹. Number 3: M 127.17 g mol⁻¹.